(1)
{
  "formula": "C37H22As2Br4N2O14S2Ta",
  "method": "ωB97M-V with the def2-TZVPD basis set",
  "symbols": ["Ta", "O", "As", "O", "O", "C", "C", "C", "C", "C", "C", "S", "O", "O", "O", "H", "H", "H", "H", "H", "Br", "C", "C", "Br", "C", "Br", "C", "O", "C", "O", "C", "Br", "S", "C", "C", "C", "C", "C", "C", "As", "C", "C", "C", "C", "C", "C", "C", "C", "C", "C", "C", "C", "H", "H", "H", "H", "H", "H", "H", "H", "H", "H", "H", "H", "H", "H", "O", "C", "O", "C", "C", "C", "C", "C", "C", "N", "O", "O", "N", "O", "O", "H", "H", "H"],
  "xyz": [[-1.0145, 0.2936, 1.0520], [-4.1922, -0.4935, 1.6382], [-3.3810, -0.4808, 3.2040], [-4.4345, 0.1169, 4.2748], [-1.9905, 0.4675, 2.7593], [-3.1538, -2.4138, 3.3639], [-4.3727, -3.0456, 3.5844], [-4.4393, -4.4334, 3.6492], [-3.2939, -5.1957, 3.4944], [-2.0702, -4.5718, 3.2840], [-2.0162, -3.1942, 3.2281], [-0.4817, -2.3500, 3.0159], [0.5916, -3.2720, 2.8066], [-0.4314, -1.4338, 4.1115], [-0.8098, -1.6383, 1.6983], [-5.0789, -0.1350, 1.7759], [-5.2686, -2.4511, 3.7133], [-5.3946, -4.9129, 3.8174], [-3.3482, -6.2755, 3.5409], [-1.1565, -5.1395, 3.1677], [-5.1709, -0.4361, -4.6125], [-4.2961, 0.2497, -3.0858], [-4.4882, 1.5719, -2.6986], [-5.6134, 2.7118, -3.6967], [-3.8422, 2.0747, -1.5658], [-4.0171, 3.8508, -0.9737], [-3.0175, 1.2365, -0.8323], [-2.3555, 1.5711, 0.2497], [-2.8128, -0.0913, -1.2269], [-1.9683, -0.7543, -0.4481], [-3.4501, -0.5889, -2.3520], [-3.1123, -2.3763, -2.8287], [1.3251, 0.5762, 2.1031], [2.3636, -0.8047, 1.7397], [3.3203, -1.1968, 2.6763], [4.1774, -2.2474, 2.4011], [4.0971, -2.9327, 1.1954], [3.1518, -2.5500, 0.2564], [2.3006, -1.4867, 0.5231], [0.9289, -0.8712, -0.6708], [0.5505, -2.5014, -1.6734], [0.9697, -2.6955, -2.9865], [0.6628, -3.8761, -3.6520], [-0.0556, -4.8702, -3.0063], [-0.4670, -4.6826, -1.6939], [-0.1738, -3.5023, -1.0318], [1.8831, 0.2724, -1.9213], [1.2115, 0.7577, -3.0405], [1.7949, 1.7247, -3.8420], [3.0501, 2.2289, -3.5230], [3.7192, 1.7522, -2.4080], [3.1377, 0.7767, -1.6054], [3.3678, -0.6840, 3.6282], [4.9073, -2.5462, 3.1436], [4.7587, -3.7651, 0.9928], [3.0702, -3.0862, -0.6830], [1.5385, -1.9294, -3.4992], [0.9870, -4.0141, -4.6758], [-0.2980, -5.7893, -3.5253], [-1.0339, -5.4527, -1.1859], [-0.5165, -3.3516, -0.0162], [0.2132, 0.4012, -3.2749], [1.2607, 2.1041, -4.7037], [3.4938, 3.0031, -4.1364], [4.6943, 2.1457, -2.1501], [3.6574, 0.4243, -0.7222], [0.0824, 1.8646, -0.3891], [0.1248, 2.6920, 0.5493], [-0.4845, 2.4657, 1.6216], [0.9390, 3.9279, 0.3779], [1.3212, 4.3144, -0.9001], [2.1286, 5.4288, -1.0345], [2.5839, 6.1609, 0.0488], [2.1874, 5.7297, 1.3014], [1.3707, 4.6290, 1.4933], [2.6641, 6.4806, 2.4784], [2.2447, 6.1488, 3.5647], [3.4154, 7.4155, 2.2823], [2.5414, 5.8520, -2.3837], [3.2287, 6.8496, -2.4747], [2.1758, 5.1767, -3.3206], [1.0116, 3.7386, -1.7618], [3.2211, 7.0203, -0.0771], [1.0763, 4.3126, 2.4834]],
  "mulliken_charge": [2.904, -0.475, 0.758, -0.772, -0.677, 0.062, -0.746, -0.663, -0.597, -0.345, 0.288, 1.663, -0.729, -0.637, -0.708, 0.263, 0.421, 0.394, 0.395, 0.534, -0.206, 0.212, 0.309, -0.198, -0.171, -0.150, 1.149, -0.933, -0.821, 0.060, -0.202, -0.090, -0.573, 0.815, -0.666, -0.699, -0.713, -0.510, -0.217, 1.952, -0.090, -0.457, -0.691, -0.566, -0.591, 0.049, 0.139, -0.193, -0.930, -0.429, -0.912, -0.692, 0.469, 0.346, 0.365, 0.421, 0.371, 0.411, 0.354, 0.433, 0.037, 0.464, 0.407, 0.425, 0.427, 0.420, -0.514, 0.941, -0.768, -0.162, -0.070, -0.398, -0.423, -0.330, -0.776, 1.072, -0.613, -0.641, 1.097, -0.660, -0.608, 0.842, 0.626, 0.716],
  "homo_lumo_gap_ev": 6.48,
  "multiplicity": 1,
  "e_above_lowest_kj_mol": 153.3,
  "total_charge": -1,
  "homo_ev": -5.65
}


(2)
{
  "formula": "C37H22CaClN5O10STe",
  "method": "ωB97M-V with the def2-TZVPD basis set",
  "symbols": ["Ca", "S", "C", "C", "C", "C", "C", "C", "N", "C", "C", "C", "C", "C", "C", "C", "H", "H", "H", "H", "H", "H", "H", "H", "O", "C", "O", "C", "C", "Cl", "N", "N", "C", "C", "O", "O", "C", "C", "C", "C", "C", "C", "H", "H", "H", "H", "H", "H", "Te", "C", "C", "C", "C", "C", "C", "H", "H", "H", "H", "H", "O", "C", "O", "C", "C", "C", "C", "C", "C", "N", "O", "O", "N", "O", "O", "H", "H", "H"],
  "xyz": [[-6.3254, -23.6437, -0.0873], [-7.8272, -19.3308, 0.2404], [-7.0536, -19.3513, -1.3209], [-6.4267, -18.3121, -2.0128], [-5.7123, -18.6254, -3.1881], [-5.7010, -19.9433, -3.6735], [-6.3039, -20.9933, -3.0195], [-6.9288, -20.7094, -1.7590], [-7.5280, -21.5924, -0.9327], [-8.0698, -21.0694, 0.1091], [-8.7942, -21.8344, 1.1381], [-9.7573, -21.2711, 1.9487], [-10.5412, -22.0674, 2.7921], [-10.2210, -23.3929, 2.8865], [-9.1830, -23.8957, 2.1150], [-8.4956, -23.2159, 1.1361], [-6.3507, -17.2996, -1.6431], [-5.2725, -17.8456, -3.8155], [-5.1840, -20.1288, -4.6160], [-6.0582, -22.0322, -3.2332], [-9.9700, -20.2048, 1.9895], [-11.3610, -21.6741, 3.4619], [-10.7649, -24.1096, 3.5090], [-9.0775, -24.9850, 2.0103], [-0.5661, -24.3810, -0.8520], [-0.5033, -24.3344, 0.4668], [0.5077, -24.5738, 1.0763], [-1.8778, -24.2630, 1.1812], [-2.2176, -24.9586, 2.2901], [-1.2284, -25.7811, 3.4295], [-3.5223, -24.6741, 2.5259], [-4.0145, -23.8535, 1.6238], [-3.0314, -23.5126, 0.8128], [-3.2968, -22.7546, -0.4552], [-2.4407, -22.7928, -1.3230], [-4.5101, -22.3320, -0.4956], [-4.4181, -25.3908, 3.4457], [-4.5744, -26.8124, 3.4447], [-5.3975, -27.3568, 4.4292], [-6.1163, -26.5822, 5.3060], [-5.9477, -25.1887, 5.2531], [-5.0561, -24.5876, 4.3970], [-1.3427, -23.9283, -1.2254], [-4.2066, -27.4718, 2.6296], [-5.5690, -28.4131, 4.4332], [-6.8515, -27.0570, 5.9455], [-6.3704, -24.5527, 6.1443], [-4.8369, -23.5313, 4.4477], [-5.9522, -11.1130, -5.8297], [-5.5772, -12.2368, -4.0016], [-4.2847, -12.6261, -3.6766], [-3.9899, -13.3901, -2.5674], [-4.9622, -13.7143, -1.6863], [-6.2746, -13.3351, -1.9163], [-6.5926, -12.5254, -3.0660], [-3.4782, -12.3115, -4.2965], [-2.9753, -13.5372, -2.2571], [-4.8635, -14.2632, -0.7328], [-7.0237, -13.5027, -1.1676], [-7.6781, -12.2228, -3.2095], [-5.4014, -25.8829, -0.3888], [-5.0336, -25.6826, -1.5397], [-5.5859, -24.7609, -2.2636], [-3.8646, -26.3724, -2.1073], [-3.1059, -27.1298, -1.2919], [-2.0671, -28.0129, -1.6328], [-1.6244, -27.8236, -2.9485], [-2.4168, -27.0004, -3.7120], [-3.5765, -26.2461, -3.4417], [-1.9514, -26.8172, -5.1765], [-2.5207, -26.0450, -6.0230], [-0.8647, -27.4024, -5.5650], [-1.5304, -28.9301, -0.8615], [-1.9773, -29.0538, 0.4108], [-0.6603, -29.7563, -1.4785], [-3.2352, -27.1282, -0.1845], [-0.8483, -28.4565, -3.4284], [-4.0535, -25.6027, -4.1984]],
  "mulliken_charge": [1.434, -0.306, 0.641, -0.548, -0.580, -0.438, -0.567, -0.021, -0.715, 0.471, 1.413, -0.643, -0.554, -0.574, -0.267, -1.178, 0.540, 0.404, 0.357, 0.362, 0.290, 0.257, 0.352, 0.346, -0.516, 0.290, -0.614, 0.370, -0.115, -0.176, 0.544, -0.291, 0.185, 0.597, -0.863, -0.670, -0.022, 0.009, -0.609, -0.525, -0.508, -0.215, 0.434, 0.309, 0.377, 0.406, 0.204, 0.478, -0.495, -0.547, -0.102, -0.599, -0.252, -0.445, -0.167, 0.339, 0.338, 0.306, 0.374, 0.253, -0.743, 0.752, -0.856, 0.347, 0.195, -0.612, -0.111, 0.105, -0.474, 0.854, -0.569, -0.586, 0.802, -0.530, -0.545, 0.309, 0.549, 0.553],
  "homo_lumo_gap_ev": 2.18,
  "multiplicity": 1,
  "e_above_lowest_kj_mol": 367.6,
  "total_charge": -2,
  "homo_ev": -1.54
}